1.
{"formula": "C32H35NO4S3V", "method": "ωB97M-V/def2-TZVPD", "orbital_gap_ev": [5.9, 6.6], "spin_multiplicity": 2, "charge": 2, "symbols": ["V", "O", "S", "C", "C", "C", "C", "S", "O", "C", "C", "C", "C", "C", "C", "C", "C", "C", "C", "C", "C", "H", "H", "H", "H", "H", "H", "H", "H", "H", "H", "H", "H", "H", "H", "H", "H", "H", "H", "O", "C", "O", "C", "C", "C", "C", "S", "C", "C", "H", "H", "H", "H", "H", "C", "N", "C", "C", "C", "C", "C", "C", "C", "C", "H", "H", "H", "H", "H", "H", "H", "H", "H", "H", "H", "H"], "positions_angstrom": [[-0.7137, 1.0006, -0.0535], [-1.6511, -0.4373, 0.2926], [-2.1723, -1.8755, 0.5337], [-1.1656, -2.4255, 1.9674], [0.2839, -2.8502, 1.7499], [1.2144, -1.8238, 1.0907], [1.4480, -0.5570, 1.9095], [2.0941, 0.8065, 0.8715], [1.0769, 0.8974, -0.3005], [3.4834, -0.0069, 0.1006], [3.4005, -0.4444, -1.2124], [4.5352, -0.9702, -1.8098], [5.7240, -1.0506, -1.0966], [5.7857, -0.6201, 0.2226], [4.6627, -0.0837, 0.8299], [-1.5215, -2.8527, -0.8179], [-0.8664, -2.2644, -1.8873], [-0.3788, -3.0784, -2.8977], [-0.5748, -4.4517, -2.8372], [-1.2860, -5.0179, -1.7872], [-1.7700, -4.2180, -0.7645], [-1.7452, -3.2567, 2.3752], [-1.2502, -1.5886, 2.6656], [0.3182, -3.7600, 1.1517], [0.6718, -3.1098, 2.7384], [0.8105, -1.5493, 0.1167], [2.1722, -2.3094, 0.9065], [2.1792, -0.6917, 2.7087], [0.5320, -0.1469, 2.3488], [2.4730, -0.3611, -1.7631], [4.4951, -1.3022, -2.8381], [6.6099, -1.4490, -1.5720], [6.7147, -0.6815, 0.7719], [4.7049, 0.2765, 1.8520], [-0.7565, -1.1877, -1.9412], [0.1346, -2.6381, -3.7419], [-0.1868, -5.0835, -3.6245], [-1.4773, -6.0819, -1.7688], [-2.3283, -4.6507, 0.0583], [-1.8894, -0.3014, 7.3385], [-0.7921, -0.2035, 6.5831], [0.2127, -0.7970, 6.8421], [-0.8808, 0.6442, 5.3417], [0.1820, 1.4824, 5.0208], [0.2022, 2.1481, 3.8079], [-0.8229, 1.9424, 2.8849], [-0.7347, 2.7326, 1.3002], [-1.9046, 1.1271, 3.2153], [-1.9376, 0.4947, 4.4493], [-2.5870, 0.3156, 7.0923], [0.9921, 1.6076, 5.7274], [1.0128, 2.8225, 3.5619], [-2.7256, 1.0121, 2.5184], [-2.7852, -0.1290, 4.7109], [1.0994, 2.9910, -4.6449], [-0.0966, 2.5453, -3.9634], [-0.4131, 1.1505, -4.1335], [-0.2867, 3.0435, -2.6315], [-1.7239, 2.8986, -2.1712], [-2.7025, 3.7141, -2.7295], [-4.0206, 3.6135, -2.3153], [-4.3769, 2.6596, -1.3678], [-3.4169, 1.8208, -0.8308], [-2.0793, 1.9507, -1.2165], [0.9837, 2.8382, -5.7174], [2.0036, 2.4527, -4.3154], [1.2514, 4.0545, -4.4676], [-0.2229, 0.8524, -5.1623], [-1.4642, 0.9712, -3.9064], [0.2024, 0.5108, -3.4617], [-0.0001, 4.0954, -2.6128], [0.3617, 2.4995, -1.9012], [-2.4167, 4.4283, -3.4916], [-4.7693, 4.2723, -2.7338], [-5.4072, 2.5691, -1.0503], [-3.7273, 1.0652, -0.1180]], "forces_ev_per_angstrom": [[-1.074, 3.404, -0.823], [-0.741, -1.674, 0.431], [0.226, -0.727, 0.303], [-0.004, -0.059, -0.143], [0.076, 0.235, -0.160], [-0.047, -0.018, 0.135], [-0.173, 0.009, -0.371], [0.977, -0.529, 0.712], [0.671, -0.510, -0.760], [-0.026, 0.212, -0.136], [-0.172, 0.024, -0.039], [0.064, -0.003, 0.046], [-0.030, -0.048, -0.006], [0.024, -0.020, 0.005], [-0.124, 0.106, 0.171], [-0.084, 0.136, 0.087], [-0.005, 0.156, 0.177], [-0.035, -0.030, -0.025], [-0.003, 0.018, -0.039], [-0.018, -0.020, 0.021], [-0.032, 0.033, 0.133], [-0.045, 0.039, 0.041], [-0.186, 0.026, -0.037], [-0.035, -0.036, 0.009], [-0.060, -0.064, 0.016], [0.037, -0.089, -0.139], [-0.003, 0.020, -0.055], [0.005, 0.091, 0.032], [0.096, 0.010, 0.087], [0.039, 0.033, -0.034], [-0.010, -0.009, 0.005], [0.002, 0.005, 0.003], [-0.010, -0.005, 0.014], [0.085, 0.035, -0.018], [0.051, -0.003, -0.093], [0.008, 0.010, 0.014], [-0.035, -0.002, -0.015], [0.038, -0.005, 0.024], [-0.006, -0.058, -0.037], [-0.029, -0.253, 0.239], [0.025, 0.224, -0.195], [0.010, -0.032, 0.069], [-0.033, -0.116, -0.086], [0.034, 0.016, 0.041], [-0.014, 0.028, -0.053], [-0.029, -0.172, 0.226], [-0.127, -0.099, 0.241], [0.019, 0.157, -0.012], [-0.005, -0.009, 0.079], [0.027, 0.133, -0.098], [0.008, -0.033, 0.000], [0.027, -0.012, 0.033], [-0.027, 0.019, 0.013], [0.014, -0.026, -0.029], [0.150, -0.164, 0.145], [-0.531, 0.243, -0.327], [0.138, 0.175, 0.194], [-0.017, -0.312, 0.083], [0.495, -0.040, -0.122], [-0.145, -0.038, 0.034], [0.170, 0.012, -0.061], [-0.053, -0.074, 0.006], [-0.116, -0.163, 0.097], [0.357, -0.235, -0.085], [0.033, -0.007, 0.007], [0.019, 0.044, 0.004], [-0.010, 0.001, -0.019], [-0.001, -0.038, 0.003], [-0.012, -0.073, -0.014], [0.033, -0.078, -0.061], [0.071, -0.016, 0.099], [0.076, 0.196, -0.059], [0.004, 0.018, 0.014], [-0.019, -0.015, 0.005], [0.002, -0.030, -0.014], [0.013, 0.075, 0.065]]}

=====

2.
{"formula": "C32H36Br3CrN2O3P", "method": "ωB97M-V/def2-TZVPD", "orbital_gap_ev": [6.6, 6.7], "spin_multiplicity": 5, "relative_energy_kj_mol": 118.98, "symbols": ["Cr", "Br", "C", "C", "C", "C", "O", "C", "C", "N", "C", "C", "C", "C", "C", "C", "C", "C", "N", "C", "C", "H", "H", "H", "H", "H", "H", "H", "H", "H", "H", "Br", "C", "Br", "H", "H", "C", "C", "C", "C", "P", "C", "C", "C", "C", "C", "C", "C", "C", "C", "C", "H", "H", "H", "H", "H", "H", "H", "H", "H", "H", "H", "H", "H", "H", "H", "H", "H", "H", "H", "H", "H", "H", "H", "O", "C", "O", "H"], "positions_angstrom": [[-0.6648, -2.1490, -0.0696], [5.9250, -3.4848, -3.2905], [4.3858, -3.1515, -2.2293], [4.4759, -3.3088, -0.8429], [3.3918, -3.0276, -0.0459], [2.1815, -2.5960, -0.6127], [1.1753, -2.2785, 0.1506], [2.0874, -2.4945, -2.0239], [0.8661, -2.1186, -2.6471], [-0.2617, -1.9263, -2.0357], [-1.3798, -1.4673, -2.7634], [-1.5917, -1.5762, -4.1180], [-2.7404, -1.0179, -4.7009], [-3.6661, -0.3531, -3.9442], [-3.5122, -0.2768, -2.5452], [-4.4527, 0.3167, -1.6799], [-4.2364, 0.2694, -0.3297], [-3.0993, -0.3750, 0.1670], [-2.1878, -0.9184, -0.6119], [-2.3754, -0.8676, -1.9599], [3.2189, -2.7495, -2.8197], [5.4101, -3.6319, -0.4048], [3.4512, -3.1351, 1.0288], [0.9155, -1.9548, -3.7216], [-0.8985, -2.1185, -4.7466], [-2.8869, -1.1216, -5.7675], [-4.5304, 0.1056, -4.4069], [-5.3415, 0.7757, -2.0935], [-4.9377, 0.7015, 0.3694], [-2.9326, -0.4652, 1.2321], [3.1564, -2.6389, -3.8950], [-0.9439, -2.0971, 2.3375], [0.1829, -5.0288, 0.8778], [0.5453, -5.5316, -0.8691], [-0.7574, -5.3681, 1.2763], [1.0401, -4.8751, 1.5134], [-0.1149, 3.5412, 3.2824], [-0.4043, 2.0605, 3.0459], [-1.9175, 1.8612, 2.8878], [0.0620, 1.2435, 4.2528], [0.3183, 1.3194, 1.4477], [0.0493, 2.7045, 0.2486], [0.6781, 3.9509, 0.2382], [0.3702, 4.8988, -0.7263], [-0.5725, 4.6243, -1.7073], [-1.1982, 3.3884, -1.7237], [-0.8838, 2.4439, -0.7562], [2.2146, 1.2179, 1.5811], [2.9953, 2.3365, 2.2704], [2.6809, 1.0753, 0.1265], [2.5155, -0.0907, 2.3249], [-0.5716, 3.8414, 4.2308], [-0.5373, 4.1651, 2.4968], [0.9542, 3.7397, 3.3546], [-2.4456, 2.3571, 3.7073], [-2.1547, 0.7967, 2.9263], [-2.2845, 2.2778, 1.9455], [-0.5487, 1.5114, 5.1203], [1.1041, 1.4481, 4.5020], [-0.0618, 0.1746, 4.0760], [1.4129, 4.2017, 0.9879], [0.8672, 5.8609, -0.7076], [-0.8134, 5.3698, -2.4543], [-1.9265, 3.1554, -2.4913], [-1.3708, 1.4779, -0.7726], [2.9624, 3.2744, 1.7182], [4.0460, 2.0381, 2.3386], [2.6397, 2.5078, 3.2860], [2.5321, 1.9952, -0.4395], [2.1281, 0.2758, -0.3745], [3.7455, 0.8256, 0.0911], [2.2916, -0.0106, 3.3889], [3.5770, -0.3376, 2.2166], [1.9323, -0.9146, 1.9223], [-3.9139, -3.1593, -1.3879], [-3.3490, -3.6569, -0.4267], [-2.1250, -3.4929, -0.0542], [-3.8952, -4.3632, 0.2292]], "forces_ev_per_angstrom": [[-1.390, -0.622, 0.593], [-0.096, 0.001, 0.025], [0.196, -0.008, -0.195], [-0.139, 0.104, 0.030], [0.116, 0.015, 0.044], [-0.141, 0.136, -0.431], [0.523, -0.239, 0.336], [0.222, -0.114, 0.343], [-0.173, 0.196, 0.123], [0.355, -0.266, -0.630], [-0.414, 0.098, -0.457], [0.206, -0.117, 0.384], [-0.209, 0.140, -0.028], [0.059, -0.012, -0.189], [0.213, -0.096, 0.119], [0.097, -0.079, 0.198], [-0.240, 0.163, -0.234], [0.239, -0.175, 0.222], [-0.282, 0.611, -0.032], [-0.013, 0.071, -0.177], [-0.040, -0.072, 0.012], [-0.011, -0.029, 0.019], [-0.037, 0.052, 0.013], [-0.047, 0.067, -0.022], [0.037, 0.029, 0.000], [0.005, 0.027, 0.000], [-0.036, -0.051, 0.015], [-0.005, 0.028, 0.015], [0.002, -0.004, 0.006], [0.069, -0.042, -0.004], [0.002, -0.009, -0.004], [-0.082, 0.123, 0.449], [0.104, -0.424, 0.293], [0.003, -0.095, -0.173], [-0.058, 0.140, -0.045], [0.009, 0.119, -0.054], [-0.024, -0.083, 0.087], [0.107, -0.058, -0.271], [0.043, -0.029, 0.027], [-0.030, 0.005, -0.053], [0.307, 0.373, 0.055], [-0.066, -0.155, 0.029], [-0.027, 0.074, -0.066], [0.047, 0.020, 0.030], [-0.024, -0.013, -0.040], [-0.009, 0.041, -0.036], [0.008, 0.034, 0.034], [-0.204, -0.032, 0.019], [-0.073, -0.003, -0.051], [0.021, -0.034, 0.021], [-0.015, -0.044, -0.043], [-0.004, 0.015, 0.006], [-0.010, 0.036, 0.002], [-0.039, 0.069, -0.019], [0.003, 0.017, 0.008], [-0.039, -0.009, -0.043], [-0.021, 0.023, 0.014], [0.021, 0.026, 0.017], [-0.025, -0.021, 0.020], [0.044, -0.039, 0.010], [-0.044, -0.005, 0.032], [0.003, -0.005, -0.008], [0.007, -0.004, -0.006], [-0.011, -0.004, 0.011], [-0.001, -0.012, -0.021], [0.015, 0.013, 0.046], [0.016, 0.008, -0.015], [0.057, 0.015, -0.009], [0.009, 0.002, -0.005], [0.026, -0.012, -0.036], [0.002, -0.037, 0.056], [0.048, -0.020, -0.029], [0.020, 0.057, 0.027], [-0.062, -0.104, -0.002], [0.123, 0.032, 0.230], [-0.188, -0.062, -0.401], [0.865, 0.214, -0.151], [0.077, 0.045, -0.038]]}

=====

Max |F| per entry: 3.663 1.634 eV Å⁻¹